A structure of composition C37H54ClN7O3Sn in a non-equilibrium geometry, computed with ωB97M-V/def2-TZVPD.

Structure (XYZ):
```
103
Properties=species:S:1:pos:R:3
Sn 0.2036 -0.0851 0.1395
N 1.8674 -0.0176 1.5581
C 1.8066 1.3776 2.0820
C 2.1867 1.4408 3.5623
C 1.9370 2.7343 4.3563
C 2.2524 4.1405 3.8345
N 3.3555 4.3060 2.8923
C 3.2105 4.7886 1.6555
N 2.0244 4.9907 1.1201
N 4.3139 5.0772 0.9475
C 0.4374 2.0301 1.7083
O 0.5034 3.2429 1.6184
O -0.5417 1.2453 1.4943
H 1.7855 -0.7521 2.2411
H 2.6982 -0.1919 1.0424
H 2.5354 1.9370 1.5073
H 3.2428 1.1673 3.6323
H 1.6427 0.6748 4.1155
H 2.4817 2.6037 5.2935
H 0.8815 2.7553 4.6343
H 2.5093 4.7504 4.7041
H 1.3650 4.6091 3.4258
H 4.2863 4.1019 3.2121
H 1.2409 4.4404 1.4610
H 1.8989 5.2969 0.1673
H 5.2321 4.9279 1.3195
H 4.2321 5.3962 0.0000
C -3.9186 2.3116 -2.1235
C -3.2269 3.0389 -0.9702
C -3.3741 2.2491 0.3193
C -1.8276 3.5099 -1.3744
C -1.7358 4.8762 -1.6364
C -0.5592 5.4683 -2.0501
C 0.5623 4.6809 -2.2303
C 0.5291 3.3140 -1.9914
C 1.7753 2.4978 -2.2571
C 2.1652 2.5600 -3.7371
C 2.9639 2.9027 -1.4133
C -0.6770 2.6892 -1.5480
N -0.6936 1.2826 -1.3037
C -0.7020 0.5719 -2.5071
C -0.6856 -0.7659 -2.5159
N -0.6746 -1.4906 -1.3149
C -0.7607 -2.8868 -1.5780
C -2.0423 -3.4618 -1.8165
C -2.1649 -4.8245 -2.0431
C -1.0562 -5.6523 -2.0289
C 0.1933 -5.1068 -1.7958
C 0.3638 -3.7416 -1.5783
C 1.7493 -3.2157 -1.3092
C 2.2510 -3.6824 0.0597
C 2.7404 -3.6045 -2.4065
C -3.2946 -2.5925 -1.8575
C -4.3437 -2.9804 -0.8082
C -3.9291 -2.6290 -3.2483
H -4.9777 2.1580 -1.8949
H -3.4732 1.3309 -2.3086
H -3.8561 2.8904 -3.0468
H -3.8053 3.9517 -0.7882
H -3.0416 1.2231 0.2119
H -4.4313 2.2177 0.6080
H -2.8197 2.7112 1.1303
H -2.6189 5.4954 -1.5200
H -0.5224 6.5332 -2.2522
H 1.4824 5.1412 -2.5818
H 1.5787 1.4424 -2.0179
H 2.4765 3.5663 -4.0427
H 1.3302 2.2627 -4.3716
H 2.9977 1.8810 -3.9391
H 3.3050 3.9207 -1.6489
H 3.8030 2.2235 -1.5916
H 2.7158 2.8626 -0.3562
H -0.7224 1.0800 -3.4654
H -0.7073 -1.2644 -3.4781
H -3.1439 -5.2516 -2.2345
H -1.1657 -6.7162 -2.2025
H 1.0578 -5.7613 -1.7789
H 1.7354 -2.1178 -1.2851
H 2.3562 -4.7705 0.1124
H 1.5585 -3.3790 0.8550
H 3.2287 -3.2417 0.2789
H 2.9271 -4.6837 -2.4418
H 3.7005 -3.1117 -2.2375
H 2.3732 -3.2948 -3.3851
H -3.0252 -1.5533 -1.6607
H -4.7428 -3.9836 -0.9819
H -5.1821 -2.2814 -0.8373
H -3.9352 -2.9555 0.1948
H -4.3102 -3.6232 -3.4959
H -3.2040 -2.3468 -4.0116
H -4.7660 -1.9294 -3.3045
O 1.6711 -0.0870 -1.0075
Cl -0.4966 -1.5062 5.6522
C -0.8349 -1.9707 4.0257
C -1.5476 -3.1218 3.7489
C -1.7948 -3.4234 2.4335
C -1.3206 -2.5750 1.4388
N -0.6122 -1.4735 1.6752
C -0.3980 -1.1949 2.9837
H -1.9074 -3.7603 4.5447
H -2.3536 -4.3062 2.1649
H -1.5081 -2.7864 0.4155
H 0.1394 -0.2941 3.1831
```

Properties
HOMO-LUMO gap, eV: 4.164
Energy relative to the best compared isomer or geometry (same formula, charge and spin), kcal per mole: 0.00
Calculated total energy, Ha: -2725.70198

---

A cluster of 15 separate species, C41H54BCl42I2O5P in total in a non-equilibrium geometry, computed with ωB97M-V/def2-TZVPD.

Structure (XYZ):
```
146
Properties=species:S:1:pos:R:3
C -4.0144 -2.8932 4.8036
C -3.6335 -4.0896 3.7907
B -2.0378 -4.3098 3.5713
O -1.2980 -4.9766 4.6193
C -1.3927 -3.7978 2.1555
C -1.1757 -4.7910 0.9563
C -1.5591 -6.3532 1.0290
C -2.9553 -6.6887 0.2422
C -3.8358 -5.3721 -0.0456
I -2.3403 -7.4586 -1.7311
C -0.5878 -4.3205 -0.4300
C -0.2310 -2.8311 -0.6104
C -0.4115 -1.8158 0.5871
C -0.9804 -2.2830 1.9725
C -1.1096 -1.1889 3.1238
C 0.2573 -0.8647 3.9077
C 1.3292 -2.0573 3.9173
C 2.7422 -1.3991 4.4208
C 3.6719 -1.2399 3.1163
C 4.7484 -0.0522 3.2015
C 4.2843 1.3282 2.5212
C 5.1119 1.7187 1.1950
C 4.5132 3.0479 0.4775
C 3.9944 2.7964 -1.0228
C 2.5119 3.4550 -1.1143
O 2.0393 3.6170 -2.4825
C 1.3281 4.8838 -2.4913
C -0.0022 -0.3038 0.2518
O 0.5406 0.4961 1.0507
C -0.2964 0.1519 -1.2751
P -0.8749 1.9519 -1.5179
O -2.4153 2.0187 -0.7114
I -1.3672 2.3134 -3.8977
C -0.1231 -0.7705 -2.3604
C 0.3334 -2.2786 -2.0144
O 1.0519 -2.9517 -2.7929
H -3.2529 -2.7065 5.6331
H -5.0664 -3.0567 5.2275
H -4.0411 -1.9257 4.1679
H -4.1916 -3.8597 2.8019
H -4.1415 -5.0412 4.2034
H -1.3558 -5.9524 4.4532
H -1.6052 -6.7642 2.0922
H -0.7125 -6.9293 0.4925
H -3.5783 -7.4513 0.8244
H -4.8351 -5.7035 -0.5223
H -3.3533 -4.6519 -0.7885
H -4.0919 -4.7748 0.8926
H -0.4446 -5.0589 -1.3010
H -1.4264 -0.2057 2.6001
H -1.9486 -1.4029 3.8811
H -0.0397 -0.6876 5.0135
H 0.7432 0.1282 3.5767
H 1.0223 -2.8132 4.7171
H 1.5547 -2.5080 2.8959
H 2.5687 -0.4238 4.9949
H 3.2941 -2.1154 5.1323
H 3.0165 -1.0789 2.1918
H 4.2616 -2.2252 2.9688
H 5.6904 -0.4006 2.6235
H 5.0934 0.1094 4.2913
H 4.4965 2.1694 3.2883
H 3.1628 1.3314 2.2677
H 5.1804 0.8648 0.4318
H 6.2064 1.9568 1.4878
H 3.5724 3.3213 1.0974
H 5.2499 3.9248 0.4754
H 3.8578 1.6740 -1.2132
H 4.6790 3.2648 -1.8240
H 1.8361 2.7663 -0.4800
H 2.5802 4.4898 -0.5896
H 1.9798 5.7854 -2.2349
H 0.4842 4.8163 -1.7026
H 0.8320 5.1130 -3.5068
H -2.8594 1.1352 -0.7667
H -0.3400 -0.4196 -3.4243
C -4.0172 4.8573 0.1008
Cl -5.5510 3.9944 -0.0880
Cl -3.5725 5.6702 -1.4060
Cl -4.1188 6.0217 1.4297
H -3.2429 4.1305 0.3396
C 3.1101 -4.4578 1.5245
Cl 4.5299 -4.3361 0.4736
Cl 1.6179 -4.4559 0.5645
Cl 3.2032 -5.9130 2.5298
H 3.0956 -3.5896 2.1807
C -4.8237 -10.2523 -2.9537
Cl -6.1203 -9.1067 -2.5872
Cl -4.3594 -11.1538 -1.5052
Cl -5.3209 -11.3595 -4.2416
H -3.9606 -9.6902 -3.2967
C 1.6324 -5.3196 -5.0775
Cl 3.0677 -5.2523 -6.1135
Cl 0.1602 -5.3841 -6.0568
Cl 1.7151 -6.7138 -3.9907
H 1.6030 -4.4153 -4.4716
C 3.4728 7.5175 0.7190
Cl 4.6783 6.7417 -0.3192
Cl 1.8552 6.8929 0.3664
Cl 3.8746 7.2770 2.4257
H 3.4800 8.5852 0.5128
C 1.4043 10.6468 -1.1867
Cl 2.6106 9.8703 -2.2235
Cl -0.2131 10.0230 -1.5399
Cl 1.8054 10.4052 0.5196
H 1.4121 11.7155 -1.3924
C -1.2541 -11.6512 -4.1047
Cl -2.3110 -10.3978 -4.7751
Cl -1.5082 -11.8120 -2.3580
Cl -1.5315 -13.1965 -4.9194
H -0.2209 -11.3548 -4.2743
C 3.3420 12.8443 3.3444
Cl 4.7630 13.3735 2.4342
Cl 1.8658 13.5246 2.6447
Cl 3.2554 11.0772 3.3848
H 3.4348 13.2062 4.3665
C 6.7269 -4.2646 -7.1593
Cl 7.0818 -3.1544 -5.8288
Cl 7.1290 -3.5215 -8.7139
Cl 7.6052 -5.7864 -6.9515
H 5.6602 -4.4809 -7.1491
C -9.3017 4.9020 1.2117
Cl -10.3742 6.1186 0.5044
Cl -9.5529 4.7912 2.9597
Cl -9.5566 3.3269 0.4458
H -8.2721 5.2072 1.0321
C 8.6172 11.6179 1.8268
Cl 7.0585 10.8178 1.5815
Cl 9.0873 12.5209 0.3796
Cl 8.5520 12.6888 3.2340
H 9.3690 10.8535 2.0127
C 1.9944 -1.4315 -6.1285
Cl 0.3975 -1.9471 -6.6890
Cl 3.2679 -2.2954 -7.0003
Cl 2.1800 0.3186 -6.3139
H 2.0809 -1.6732 -5.0699
C -9.0223 6.0198 -3.4221
Cl -8.3938 6.1750 -5.0688
Cl -7.7337 5.5505 -2.3044
Cl -9.7771 7.5316 -2.8986
H -9.7803 5.2388 -3.4168
C -7.6737 -4.2385 3.0335
Cl -7.3135 -3.2047 4.4248
Cl -7.2929 -3.4014 1.5220
Cl -6.7818 -5.7632 3.1412
H -8.7382 -4.4642 3.0414
```

Properties
HOMO-LUMO gap, eV: 7.247
Calculated total energy, Ha: -22260.14726

---

An isolated molecule of C3H6N2O, computed with ωB97M-V/def2-TZVPD.

Structure (XYZ):
```
12
Properties=species:S:1:pos:R:3
N -0.2008 -1.6618 -0.3348
C -0.4622 -0.3824 0.0451
O -1.6749 -0.0288 0.1556
C 0.6101 0.5624 0.3104
C 1.7791 0.5562 -0.3316
N -1.8620 1.4029 0.1361
H -0.9836 -2.2981 -0.3871
H 0.6816 -2.0584 -0.0493
H 0.3278 1.3097 1.0490
H 1.9657 -0.1064 -1.1739
H 2.5615 1.2654 -0.0806
H -2.7424 1.4392 0.6612
```

Properties
HOMO-LUMO gap (spin up / spin down), eV: 7.266 / 7.261
Energy relative to the best compared isomer or geometry (same formula, charge and spin), kcal per mole: 110.00
Calculated total energy, Ha: -302.51781